(1)
C18H10BrF4OsPSe3Te | the ωB97M-V functional and the def2-TZVPD basis

CARTESIAN COORDINATES (ANGSTROEM)
Os 1.135 0.337 2.636
F -0.442 5.482 -1.914
C -0.308 4.292 -1.385
C -0.691 3.162 -2.094
F -1.188 3.284 -3.303
C -0.543 1.907 -1.521
F -0.913 0.848 -2.229
C -0.028 1.742 -0.242
P 0.260 0.096 0.464
C -1.319 -0.757 0.501
C -2.526 -0.062 0.441
C -3.722 -0.743 0.619
C -3.715 -2.108 0.864
C -2.513 -2.804 0.927
C -1.314 -2.132 0.752
C 1.384 -0.757 -0.643
C 0.907 -1.580 -1.663
C 1.805 -2.175 -2.537
C 3.167 -1.942 -2.403
C 3.645 -1.110 -1.398
C 2.755 -0.518 -0.518
C 0.341 2.891 0.431
Br 1.058 2.806 2.197
C 0.215 4.154 -0.104
F 0.580 5.225 0.582
H -2.546 1.004 0.245
H -4.660 -0.207 0.558
H -4.650 -2.636 1.002
H -2.511 -3.872 1.101
H -0.380 -2.682 0.796
H -0.155 -1.758 -1.775
H 1.439 -2.817 -3.326
H 3.861 -2.409 -3.089
H 4.707 -0.924 -1.303
H 3.143 0.140 0.253
Se -0.803 -0.328 3.546
Se -0.100 -1.045 5.628
Te 2.293 -0.325 5.035
Se 2.332 -1.681 2.870

Values from the calculation:
Highest occupied orbital energy (spin up / spin down) = -15.1 / -15.1 eV
Net charge = +2

=====

(2)
C18H29ClNO4P2Tl | the ωB97M-V functional and the def2-TZVPD basis

CARTESIAN COORDINATES (ANGSTROEM)
C -3.074 2.124 -2.357
C -2.071 1.714 -1.463
N -1.240 0.718 -1.769
C -1.386 0.032 -2.905
C -2.368 0.373 -3.851
C -3.218 1.455 -3.585
C -2.033 2.279 -0.067
P -0.541 1.860 0.910
Tl 2.027 0.737 -0.389
P 0.383 -1.660 -1.613
C -0.459 -1.157 -3.162
O -4.262 0.513 1.188
O -2.850 -1.880 0.021
H -3.710 2.965 -2.082
H -2.443 -0.234 -4.754
H -3.984 1.750 -4.316
C 0.199 3.540 0.924
C -1.300 1.874 2.590
H -1.048 -2.001 -3.556
H 0.297 -0.873 -3.915
H -2.816 1.801 0.507
H -2.304 3.336 -0.057
C 1.889 -2.431 -2.305
C -0.599 -3.149 -1.233
H -1.763 -1.680 1.887
H -3.673 -2.339 0.272
H -3.793 -0.144 0.655
H -5.014 0.736 0.594
H 1.493 1.406 -1.798
H -2.430 -1.720 1.110
H -0.477 4.240 1.434
H 1.151 3.462 1.468
H 0.385 3.866 -0.107
H -1.545 2.899 2.911
H -2.197 1.236 2.598
H -0.558 1.441 3.279
H -0.576 -3.833 -2.093
H -0.129 -3.625 -0.361
H -1.625 -2.832 -0.947
H 1.618 -3.203 -3.035
H 2.518 -1.666 -2.777
H 2.444 -2.878 -1.471
Cl 6.709 -3.569 5.062
C 5.578 -2.630 4.178
C 5.936 -1.337 3.763
C 5.029 -0.581 3.026
C 3.788 -1.121 2.689
C 3.426 -2.404 3.104
C 4.314 -3.161 3.867
C 2.928 -0.385 1.736
O 3.110 0.871 1.528
O 2.058 -1.012 1.034
H 6.913 -0.934 4.007
H 5.271 0.424 2.694
H 2.453 -2.813 2.837
H 4.061 -4.160 4.213

Values from the calculation:
Highest occupied orbital energy = -5.6 eV
Net charge = 0

=====

(3)
C3H5NO | the ωB97M-V functional and the def2-TZVPD basis

CARTESIAN COORDINATES (ANGSTROEM)
O 1.460 -0.277 1.310
C 2.252 -0.177 0.362
C 1.721 0.635 -0.652
C -2.321 0.118 -0.136
N -1.085 -0.118 -0.280
H 3.287 -0.559 0.392
H 1.010 0.175 -1.346
H -2.936 0.309 -1.020
H -2.839 0.148 0.829
H -0.619 -0.264 0.620

Values from the calculation:
Highest occupied orbital energy = -9.6 eV
Net charge = 0

=====

(4)
CN4O3S | the ωB97M-V functional and the def2-TZVPD basis

CARTESIAN COORDINATES (ANGSTROEM)
N -0.750 -0.273 -2.965
C -0.975 -0.208 -1.876
S -1.645 -0.138 -0.314
N -0.303 -0.233 0.691
N 0.556 -1.591 0.489
O 1.675 -1.409 0.267
N 0.374 1.010 1.133
O 1.219 0.862 1.908
O -0.150 1.979 0.668

Values from the calculation:
Highest occupied orbital energy = -10.6 eV
Net charge = 0

=====

(5)
C3H7ClSi | the ωB97M-V functional and the def2-TZVPD basis

CARTESIAN COORDINATES (ANGSTROEM)
C -1.280 0.853 0.019
C -0.243 0.120 0.283
C -0.250 -1.350 0.391
Si 1.412 1.000 0.419
Cl 0.727 -0.844 -2.769
H -1.396 1.957 -0.215
H -2.162 0.247 -0.348
H 0.214 -1.639 1.247
H 0.167 -1.542 -0.691
H -1.328 -1.502 0.514
H 2.669 0.442 -0.085
H 1.470 2.257 1.233

Values from the calculation:
Highest occupied orbital energy = -8.0 eV
Net charge = 0

=====

(6)
C5H8ClF2N | the ωB97M-V functional and the def2-TZVPD basis

CARTESIAN COORDINATES (ANGSTROEM)
C -2.411 -1.289 0.371
C -1.193 -1.320 -0.138
C -0.583 -0.100 -0.736
C 0.510 0.812 0.342
N 0.780 2.130 -0.009
C 1.838 -0.101 0.393
F 2.795 0.183 1.434
F 1.443 -1.307 0.712
Cl 2.756 -0.144 -1.073
H -2.801 -2.138 0.950
H -2.734 -0.252 0.532
H -0.631 -2.214 -0.347
H 0.058 -0.415 -1.601
H -1.245 0.745 -1.089
H 0.018 0.638 1.295
H 0.035 2.693 -0.130
H 1.365 2.078 -0.904

Values from the calculation:
Highest occupied orbital energy = -9.1 eV
Net charge = 0

=====

The records above give, respectively, energy relative to the best compared isomer or geometry (same formula, charge and spin) values of 0.0; 76.1; 122.4; 17.4; 101.9; 3.9 kcal/mol.